Record 1
DFT (wB97M-V/def2-TZVPD) results for a single C7H10 molecule.

The geometry in ORCA input format:
```
! wB97M-V def2-TZVPD RIJCOSX def2/J DEFGRID3
* xyz 0 1
C 1.891 0.561 0.822
C 1.354 -0.748 0.311
C 0.572 -0.650 -0.998
C -0.419 0.256 -0.272
C -1.781 -0.153 0.202
C -1.670 0.779 -0.951
C 0.451 0.281 0.989
H 2.201 1.373 0.174
H 2.452 0.455 1.749
H 1.685 -1.695 0.722
H 0.122 -1.580 -1.361
H 1.139 -0.200 -1.828
H -2.091 -1.188 0.170
H -1.990 0.364 1.142
H -1.805 0.251 -1.896
H -2.107 1.773 -0.936
H -0.005 0.119 1.962
*
```

The total energy is -7417.6496 eV. The strongest force on any atom comes out at 0.010 hartree/bohr. The value obtained for the orbital gap is 9.98 eV. For the LUMO energy, the calculation gives 1.19 eV. The value obtained for the energy relative to the best compared isomer or geometry (same formula, charge and spin) is 326.6 kJ/mol.

Record 2
DFT (wB97M-V/def2-TZVPD) results for a molecular structure, C39H33Br2CoF5N2OP2S.

The geometry in ORCA input format:
```
! wB97M-V def2-TZVPD RIJCOSX def2/J DEFGRID3
* xyz 0 2
Co -0.660 -0.988 1.434
C 4.972 0.450 -3.916
S 4.520 1.919 -2.973
C 2.811 2.086 -3.543
C 1.820 1.150 -2.862
C 1.613 1.488 -1.389
N 0.735 0.547 -0.663
P 1.259 -0.931 0.035
C 2.867 -0.587 0.757
C 4.021 -0.340 0.013
C 5.199 0.006 0.658
C 5.235 0.094 2.046
C 4.093 -0.158 2.795
C 2.909 -0.495 2.152
C 1.547 -2.019 -1.390
C 0.524 -2.134 -2.331
C 0.628 -3.037 -3.378
C 1.755 -3.845 -3.488
C 2.764 -3.756 -2.543
C 2.655 -2.855 -1.489
P -0.655 0.983 0.229
C -0.314 2.608 0.958
C -0.645 3.834 0.380
C -0.284 5.020 1.009
C 0.405 4.988 2.216
C 0.728 3.770 2.802
C 0.364 2.584 2.179
C -2.007 1.282 -0.933
C -1.957 0.927 -2.273
C -3.083 1.073 -3.082
C -4.266 1.559 -2.546
C -4.329 1.899 -1.197
C -3.209 1.756 -0.394
H 6.001 0.202 -3.654
H 4.919 0.648 -4.987
H 4.334 -0.403 -3.668
H 2.811 1.918 -4.621
H 2.539 3.132 -3.378
H 2.160 0.115 -2.965
H 0.865 1.224 -3.388
H 1.192 2.489 -1.297
H 2.583 1.516 -0.894
H 4.000 -0.402 -1.071
H 6.088 0.217 0.075
H 6.159 0.359 2.544
H 4.123 -0.098 3.876
H 2.014 -0.703 2.733
H -0.365 -1.521 -2.234
H -0.177 -3.125 -4.096
H 1.835 -4.557 -4.301
H 3.637 -4.393 -2.617
H 3.433 -2.819 -0.736
H -1.184 3.867 -0.560
H -0.542 5.971 0.557
H 0.683 5.914 2.706
H 1.248 3.744 3.752
H 0.581 1.631 2.652
H -1.042 0.529 -2.689
H -3.033 0.799 -4.129
H -5.142 1.669 -3.174
H -5.256 2.264 -0.771
H -3.268 2.008 0.662
Br -1.799 0.247 6.182
C -2.933 -0.253 4.758
C -4.314 -0.363 4.988
C -5.172 -0.710 3.988
Br -7.033 -0.813 4.361
C -4.681 -0.980 2.689
C -5.467 -1.354 1.573
C -4.876 -1.597 0.369
C -3.480 -1.481 0.252
N -2.721 -1.133 1.259
C -3.290 -0.871 2.477
C -2.366 -0.478 3.518
O -1.116 -0.349 3.235
H -4.698 -0.162 5.979
H -6.540 -1.445 1.689
H -5.463 -1.882 -0.497
H -2.982 -1.683 -0.691
F -1.657 -3.134 2.837
C -0.607 -2.832 2.015
F 0.532 -3.083 2.760
C -0.633 -3.929 0.929
F 0.597 -4.138 0.432
F -1.426 -3.555 -0.097
F -1.089 -5.092 1.390
*
```

The total energy is -266721.2403 eV. The strongest force on any atom comes out at 0.018 hartree/bohr. The value obtained for the orbital gap (spin up / spin down) is 7.17 / 7.18 eV. For the LUMO energy (spin up / spin down), the calculation gives 0.16 / 0.20 eV. The value obtained for the energy relative to the best compared isomer or geometry (same formula, charge and spin) is 0.0 kJ/mol. As for the expectation value of S²: 0.7720.

Record 3
DFT (wB97M-V/def2-TZVPD) results for 4 unconnected molecules or ions with the total composition C2H13N2O3.

The geometry in ORCA input format:
```
! wB97M-V def2-TZVPD RIJCOSX def2/J DEFGRID3
* xyz 1 1
C -0.570 -0.745 -0.829
C -0.577 0.595 -0.834
N 0.626 1.409 -0.671
N -1.692 -1.492 -0.810
H 0.353 -1.285 -0.685
H -1.465 1.158 -1.078
H 0.422 2.143 0.012
H 1.397 0.874 -0.253
H 1.009 1.903 -1.478
H -2.611 -1.110 -0.670
H -1.629 -2.469 -1.025
H 2.432 -1.525 -1.797
H 3.456 -0.540 -1.407
O 2.502 -0.581 -1.583
H 1.637 0.819 2.885
H 0.380 0.659 2.030
O 1.326 0.860 1.974
H -2.655 -0.814 1.788
H -1.923 0.426 1.388
O -2.068 -0.141 2.160
*
```

The total energy is -11400.9419 eV. The strongest force on any atom comes out at 0.018 hartree/bohr. The value obtained for the orbital gap is 10.06 eV. For the LUMO energy, the calculation gives -2.97 eV. The value obtained for the energy relative to the best compared isomer or geometry (same formula, charge and spin) is 135.3 kJ/mol.

Record 4
DFT (wB97M-V/def2-TZVPD) results for a molecular structure, C37H41N5O6SW at a distorted geometry.

The geometry in ORCA input format:
```
! wB97M-V def2-TZVPD RIJCOSX def2/J DEFGRID3
* xyz 2 1
W -0.214 0.307 0.070
O 2.393 1.843 1.970
C 1.694 2.083 1.028
O 1.447 1.172 0.080
C 1.000 3.428 0.764
C 0.611 3.517 -0.727
C 0.139 4.930 -1.077
C -1.264 4.953 -0.445
C -1.325 3.562 0.189
O -0.603 2.723 -0.740
C -0.402 3.513 1.440
C -0.861 2.292 2.250
O -1.657 2.385 3.143
O -0.420 1.140 1.780
H 1.647 4.237 1.106
H 1.336 3.101 -1.430
H 0.111 5.072 -2.156
H 0.801 5.682 -0.655
H -2.048 5.080 -1.188
H -1.380 5.735 0.299
H -2.336 3.185 0.360
H -0.515 4.394 2.072
C 2.292 0.123 -5.197
C 1.124 -0.618 -5.262
C 0.313 -0.747 -4.150
C 0.656 -0.110 -2.956
C 1.836 0.637 -2.896
C 2.648 0.746 -4.010
N -0.123 -0.235 -1.779
N -1.306 -0.952 -2.055
C -1.754 -1.683 -1.066
C -2.835 -2.595 -1.249
C -3.117 -3.487 -0.265
C -2.340 -3.488 0.924
C -1.396 -2.529 1.112
N -1.121 -1.559 0.179
H 2.938 0.196 -6.056
H 0.841 -1.101 -6.184
H -0.578 -1.352 -4.173
H 2.129 1.102 -1.960
H 3.562 1.317 -3.956
H -3.359 -2.573 -2.191
H -3.908 -4.212 -0.380
H -2.502 -4.247 1.669
H -0.804 -2.480 2.021
S 1.645 -1.590 1.050
C 2.388 -1.110 2.627
C 1.545 -0.477 3.529
C 2.001 -0.181 4.800
C 3.287 -0.543 5.169
C 4.112 -1.193 4.267
C 3.670 -1.487 2.986
H 0.530 -0.227 3.235
H 1.345 0.317 5.499
H 3.637 -0.328 6.166
H 5.103 -1.494 4.567
H 4.311 -2.011 2.297
C 2.990 -1.459 -0.215
C 3.842 -2.694 -0.291
C 5.188 -2.572 -0.613
C 5.975 -3.704 -0.730
C 5.432 -4.957 -0.504
C 4.092 -5.080 -0.178
C 3.294 -3.954 -0.090
H 3.582 -0.571 0.016
H 2.441 -1.311 -1.155
H 5.619 -1.597 -0.782
H 7.015 -3.604 -0.992
H 6.056 -5.833 -0.573
H 3.664 -6.050 0.012
H 2.245 -4.052 0.148
C -5.397 -0.517 1.070
N -4.065 0.056 1.079
C -3.348 -0.150 2.327
C -3.502 0.687 0.044
O -2.202 0.786 -0.009
N -4.203 1.229 -0.957
C -3.535 1.549 -2.208
C -5.559 1.743 -0.866
H -5.335 -1.517 1.498
H -5.781 -0.610 0.061
H -6.083 0.068 1.681
H -3.725 0.539 3.085
H -2.274 0.021 2.204
H -3.503 -1.173 2.666
H -2.630 0.946 -2.323
H -3.279 2.610 -2.259
H -4.220 1.318 -3.023
H -5.884 1.843 0.164
H -6.260 1.112 -1.414
H -5.575 2.735 -1.318
*
```

The total energy is -71417.8939 eV. The strongest force on any atom comes out at 0.059 hartree/bohr. The value obtained for the orbital gap (spin up / spin down) is 6.18 / 6.19 eV. For the LUMO energy (spin up / spin down), the calculation gives -7.28 / -7.28 eV.

Record 5
DFT (wB97M-V/def2-TZVPD) results for 7 unconnected molecules or ions with the total composition C10H34O10 at a distorted geometry.

The geometry in ORCA input format:
```
! wB97M-V def2-TZVPD RIJCOSX def2/J DEFGRID3
* xyz 0 1
O -5.401 2.110 -0.491
C -5.527 1.324 -1.694
C -5.687 -0.214 -1.515
O -4.520 -0.764 -0.888
H -4.752 1.818 0.156
H -6.415 1.661 -2.262
H -4.592 1.385 -2.320
H -5.700 -0.621 -2.499
H -6.624 -0.558 -0.976
H -4.412 -0.448 0.016
O -2.187 -1.074 -1.840
C -1.746 0.247 -2.183
C -0.283 0.306 -1.784
O 0.178 -0.999 -2.139
H -3.102 -1.028 -1.509
H -1.722 0.371 -3.263
H -2.331 1.052 -1.737
H -0.072 0.490 -0.705
H 0.212 0.986 -2.483
H -0.568 -1.537 -1.792
O 5.781 0.997 -0.048
C 6.329 -0.311 0.006
C 5.599 -1.151 1.013
O 4.222 -1.273 0.825
H 5.039 1.032 -0.646
H 6.347 -0.818 -0.981
H 7.340 -0.222 0.364
H 5.844 -0.811 2.057
H 6.013 -2.144 0.955
H 3.833 -0.964 -0.052
C -4.006 0.997 2.614
O -3.573 0.435 1.367
H -3.359 0.642 3.466
H -3.952 2.068 2.542
H -5.033 0.661 2.796
H -2.577 0.377 1.318
C 2.331 -1.507 3.298
O 1.942 -0.380 2.596
H 1.634 -1.692 4.146
H 2.335 -2.418 2.674
H 3.377 -1.439 3.640
H 2.602 -0.295 1.859
C 3.347 -0.775 -2.935
O 2.816 -0.823 -1.630
H 2.830 -1.494 -3.604
H 3.188 0.226 -3.375
H 4.419 -1.025 -3.041
H 1.913 -1.127 -1.674
C -0.234 1.784 2.043
O -0.741 0.484 1.902
H 0.417 2.165 1.200
H -1.111 2.407 2.035
H 0.369 1.970 2.990
H -0.029 -0.082 2.191
*
```

The total energy is -31393.4720 eV. The strongest force on any atom comes out at 0.040 hartree/bohr. The value obtained for the orbital gap is 10.67 eV. For the LUMO energy, the calculation gives 0.70 eV. The value obtained for the energy relative to the best compared isomer or geometry (same formula, charge and spin) is 0.0 kJ/mol.

Record 6
DFT (wB97M-V/def2-TZVPD) results for a single C3H10NO2P molecule at a distorted geometry.

The geometry in ORCA input format:
```
! wB97M-V def2-TZVPD RIJCOSX def2/J DEFGRID3
* xyz 0 1
C 0.117 0.458 1.480
C -0.295 0.507 0.002
C -1.629 -0.237 -0.160
N 0.722 0.052 -0.968
P 2.079 -0.797 -0.459
O 1.478 -2.417 -0.634
O 2.788 -0.563 -1.896
H 1.200 0.097 1.419
H 0.085 1.420 1.784
H -0.525 -0.211 2.185
H -0.503 1.595 -0.172
H -1.773 -0.588 -1.177
H -2.450 0.404 0.269
H -1.687 -1.182 0.528
H 0.317 -0.136 -1.876
H 1.824 -3.053 -0.087
H 2.398 0.057 -2.465
*
```

The total energy is -18147.3656 eV. The strongest force on any atom comes out at 0.087 hartree/bohr. The value obtained for the orbital gap is 10.24 eV. For the LUMO energy, the calculation gives 1.00 eV. The value obtained for the energy relative to the best compared isomer or geometry (same formula, charge and spin) is 243.9 kJ/mol.

Record 7
DFT (wB97M-V/def2-TZVPD) results for a single C2H6N2O molecule at a distorted geometry.

The geometry in ORCA input format:
```
! wB97M-V def2-TZVPD RIJCOSX def2/J DEFGRID3
* xyz 0 1
N -0.566 1.618 -0.774
N 0.665 0.971 -0.869
C 0.823 -0.022 -0.076
C -0.239 -0.503 0.879
O -0.271 -1.995 0.726
H -0.776 2.444 -1.616
H -0.819 1.856 0.234
H 1.682 -0.674 -0.145
H 0.064 -0.283 1.981
H -1.270 0.050 0.536
H -0.911 -2.406 -0.114
*
```

The total energy is -7195.4302 eV. The strongest force on any atom comes out at 0.102 hartree/bohr. The value obtained for the orbital gap is 9.68 eV. For the LUMO energy, the calculation gives 0.82 eV. The value obtained for the energy relative to the best compared isomer or geometry (same formula, charge and spin) is 420.4 kJ/mol.

Record 8
DFT (wB97M-V/def2-TZVPD) results for 2 unconnected molecules or ions with the total composition CH2BrN2 at a distorted geometry.

The geometry in ORCA input format:
```
! wB97M-V def2-TZVPD RIJCOSX def2/J DEFGRID3
* xyz 1 1
C 0.221 -0.927 -0.045
N 1.628 -1.061 0.316
N 0.924 0.087 -0.238
Br 2.125 -1.179 2.071
H -0.829 -1.250 -0.035
H 0.509 1.680 0.403
*
```

The total energy is -74076.0118 eV. The strongest force on any atom comes out at 0.105 hartree/bohr. The value obtained for the orbital gap (spin up / spin down) is 7.39 / 6.50 eV. For the LUMO energy (spin up / spin down), the calculation gives -8.09 / -8.82 eV. The value obtained for the energy relative to the best compared isomer or geometry (same formula, charge and spin) is 486.0 kJ/mol.

Record 9
DFT (wB97M-V/def2-TZVPD) results for 2 unconnected molecules or ions with the total composition C5H8O.

The geometry in ORCA input format:
```
! wB97M-V def2-TZVPD RIJCOSX def2/J DEFGRID3
* xyz 0 1
C -1.024 -0.017 0.947
C -0.439 -0.602 -0.297
C -0.493 0.625 -1.148
C -1.691 0.205 -0.367
H -0.503 0.826 1.407
H -1.480 -0.709 1.654
H -0.421 -1.635 -0.609
H 0.059 1.504 -0.806
H -0.497 0.482 -2.227
H -2.638 -0.173 -0.723
C 2.278 -0.132 0.540
O 2.130 1.026 0.840
H 2.133 -0.956 1.266
H 2.586 -0.445 -0.477
*
```

The total energy is -7358.9751 eV. The strongest force on any atom comes out at 0.010 hartree/bohr. The value obtained for the orbital gap is 10.35 eV. For the LUMO energy, the calculation gives 1.03 eV. The value obtained for the energy relative to the best compared isomer or geometry (same formula, charge and spin) is 316.5 kJ/mol.

Record 10
DFT (wB97M-V/def2-TZVPD) results for a single C5H6F2O molecule at a distorted geometry.

The geometry in ORCA input format:
```
! wB97M-V def2-TZVPD RIJCOSX def2/J DEFGRID3
* xyz 0 3
C 1.127 0.234 0.407
C 0.535 -0.085 1.557
C -0.990 -0.896 -0.145
C 0.320 -0.130 -0.756
C -0.703 -0.836 1.359
O -0.052 1.008 -1.514
F -1.731 -0.204 2.163
F -0.632 -2.070 1.826
H 1.930 1.005 0.413
H 1.029 -0.103 2.589
H -2.039 -0.617 -0.431
H -0.923 -1.998 -0.338
H 0.960 -0.604 -1.515
H -0.507 1.530 -0.800
*
```

The total energy is -12759.0849 eV. The strongest force on any atom comes out at 0.195 hartree/bohr. The value obtained for the orbital gap (spin up / spin down) is 7.22 / 7.76 eV. For the LUMO energy (spin up / spin down), the calculation gives 0.88 / -3.07 eV. The value obtained for the energy relative to the best compared isomer or geometry (same formula, charge and spin) is 7.5 kJ/mol. As for the expectation value of S²: 2.0065.

Record 11
DFT (wB97M-V/def2-TZVPD) results for 3 unconnected molecules or ions with the total composition C2H10N2O2 at a distorted geometry.

The geometry in ORCA input format:
```
! wB97M-V def2-TZVPD RIJCOSX def2/J DEFGRID3
* xyz 0 1
N 0.187 -0.584 -1.825
C -0.265 0.566 -1.170
C 0.462 1.658 -0.851
N 0.037 2.799 -0.108
H 1.193 -0.651 -1.605
H -0.061 -1.454 -1.314
H -1.240 0.464 -0.626
H 1.509 1.687 -1.338
H 0.146 2.709 0.872
H -0.902 3.234 -0.200
O 0.035 -2.869 0.244
H -0.090 -3.680 0.793
H -0.222 -2.167 0.887
O -0.217 -0.902 2.289
H -1.019 -0.493 1.954
H 0.446 -0.317 2.000
*
```

The total energy is -9310.1671 eV. The strongest force on any atom comes out at 0.054 hartree/bohr. The value obtained for the orbital gap is 8.71 eV. For the LUMO energy, the calculation gives 0.47 eV. The value obtained for the energy relative to the best compared isomer or geometry (same formula, charge and spin) is 135.3 kJ/mol.

Record 12
DFT (wB97M-V/def2-TZVPD) results for 2 unconnected molecules or ions with the total composition C5H12N2O.

The geometry in ORCA input format:
```
! wB97M-V def2-TZVPD RIJCOSX def2/J DEFGRID3
* xyz 0 1
N 1.918 -0.239 -3.459
C 1.038 0.746 -2.903
C 0.675 0.665 -1.639
N -0.211 1.599 -1.023
H 2.697 0.202 -3.929
H 1.462 -0.841 -4.131
H 0.679 1.539 -3.555
H 1.115 -0.133 -1.048
H 0.191 1.934 -0.154
H -1.064 1.129 -0.734
C -2.309 -0.752 1.389
C -1.071 -1.069 1.722
C -0.286 -0.350 2.783
O 0.840 -1.152 3.109
H -2.865 -1.270 0.623
H -2.820 0.060 1.906
H -0.503 -1.846 1.229
H 0.041 0.629 2.415
H -0.916 -0.178 3.660
H 1.390 -0.672 3.736
*
```

The total energy is -10405.2700 eV. The strongest force on any atom comes out at 0.011 hartree/bohr. The value obtained for the orbital gap is 10.02 eV. For the LUMO energy, the calculation gives 0.83 eV. The value obtained for the energy relative to the best compared isomer or geometry (same formula, charge and spin) is 304.3 kJ/mol.